Entry 1:
One molecule with the formula C4H6O in a non-equilibrium geometry. Source: OMol25; level of theory: ωB97M-V with the def2-TZVPD basis set.

Output
Kohn-Sham gap (eV): 10.206
SMILES: C=C(C)C=O

```
11
C4H6O ωB97M-V with the def2-TZVPD basis set
C -1.24524 -0.67457 0.52168
C -0.11877 -0.13807 0.00053
C 0.84396 0.76086 0.78251
C 0.17528 -0.38011 -1.46513
O -0.38784 -1.16312 -2.17763
H -1.93537 -1.16680 -0.19111
H -1.55956 -0.51835 1.52689
H 0.61693 1.80962 0.48481
H 0.60306 0.71660 1.87644
H 1.95434 0.56973 0.54421
H 1.05321 0.18422 -1.90320
```

---

Entry 2:
One molecule with the formula C4H6O in a non-equilibrium geometry. Source: OMol25; level of theory: ωB97M-V with the def2-TZVPD basis set.

Output
Kohn-Sham gap (alpha / beta) (eV): 8.458 / 8.704
SMILES: C/C=C1/CO1

```
11
C4H6O ωB97M-V with the def2-TZVPD basis set
C -0.24400 -1.62418 -0.75511
C -0.11294 -0.89673 0.57393
C 0.47623 0.70973 0.30055
C 0.21550 2.08636 0.53514
O 0.08696 1.47911 -0.70849
H 0.45736 -2.30751 -1.00109
H -0.24960 -0.79195 -1.51777
H -1.17952 -2.23937 -0.62657
H 0.03263 -1.53672 1.47049
H -0.70766 2.40169 1.10233
H 1.22505 2.71956 0.62659
```

---

Entry 3:
A 2-piece molecular cluster, C4H6O overall in a non-equilibrium geometry. Source: OMol25; level of theory: ωB97M-V with the def2-TZVPD basis set.

Output
Kohn-Sham gap (eV): 10.149

```
11
C4H6O ωB97M-V with the def2-TZVPD basis set
C -2.00290 -0.21571 -0.33384
C -0.74465 0.37863 -0.20132
C 0.55811 -0.42709 0.25526
C 1.91606 0.33533 0.05873
H -2.98310 0.38231 -0.64371
H -2.27835 -1.23096 0.02224
H -0.56863 1.47287 -0.56768
H 0.70293 -0.65289 1.42809
H 0.65219 -1.36910 -0.24735
H 1.75893 1.59341 0.79279
O 2.98941 -0.26682 -0.56320
```

---

Entry 4:
A 2-piece molecular cluster, C4H6O overall in a non-equilibrium geometry. Source: OMol25; level of theory: ωB97M-V with the def2-TZVPD basis set.

Output
Kohn-Sham gap (eV): 10.409
SMILES: C1=CC1.C=O

```
11
C4H6O ωB97M-V with the def2-TZVPD basis set
C -2.12796 0.77429 0.17155
C -0.89505 0.87392 -0.21677
C -1.38881 -0.52291 0.02287
H -3.06080 1.20658 0.43529
H -0.05487 1.45748 -0.50208
H -1.07050 -1.06221 0.91003
H -1.60746 -1.17106 -0.82036
C 2.55109 -0.38993 -0.00094
O 2.73904 0.78456 0.09731
H 3.28654 -1.13978 0.33486
H 1.62878 -0.81093 -0.43175
```

---

Entry 5:
C4H6O as an isolated structure. Source: OMol25; level of theory: ωB97M-V with the def2-TZVPD basis set.

Output
Kohn-Sham gap (eV): 8.314

```
11
C4H6O ωB97M-V with the def2-TZVPD basis set
O 1.39401 -0.51662 -2.02608
C 0.81524 -0.23246 -0.99767
C -0.36263 -0.94672 -0.25994
C -0.26283 0.18874 0.76858
C 0.88780 0.75677 0.03043
H -1.31488 -1.05338 -0.79166
H -0.08787 -1.90108 0.19552
H -0.33486 0.10176 1.85387
H -1.49954 0.76030 0.64732
H 1.51002 1.61303 0.26093
H -0.74446 1.22965 0.31869
```

---

Entry 6:
C4H6O as an isolated structure in a non-equilibrium geometry. Source: OMol25; level of theory: ωB97M-V with the def2-TZVPD basis set.

Output
Kohn-Sham gap (eV): 10.417

```
11
C4H6O ωB97M-V with the def2-TZVPD basis set
C 1.06009 0.47807 -0.87624
C 0.52298 -0.17268 -1.85958
C 0.14004 -0.62962 -0.51520
C -0.95327 0.23812 1.34854
O -1.05250 -0.42551 0.08529
H 1.75636 1.28212 -0.58212
H 0.29478 -0.41584 -2.89774
H 0.77058 -1.57490 0.31652
H -1.05949 1.28582 1.10878
H 0.05324 0.03258 1.68632
H -1.53279 -0.09816 2.18542
```

---

Entry 7:
One molecule with the formula C4H6O. Source: OMol25; level of theory: ωB97M-V with the def2-TZVPD basis set.

Output
Kohn-Sham gap (eV): 11.012
SMILES: C#CCCO

```
11
C4H6O ωB97M-V with the def2-TZVPD basis set
C -2.32991 0.27367 -0.45320
C -1.16757 -0.03390 -0.49680
C 0.27572 -0.09539 -0.71840
C 1.10599 0.19408 0.52984
O 1.24488 -0.92789 1.36903
H -3.32403 0.64923 -0.46978
H 0.45309 0.70292 -1.44347
H 0.59219 -1.03777 -1.17889
H 0.67445 1.05574 1.06456
H 2.11283 0.47125 0.20589
H 0.36238 -1.25193 1.59122
```

---

Entry 8:
One molecule with the formula C4H6O in a non-equilibrium geometry. Source: OMol25; level of theory: ωB97M-V with the def2-TZVPD basis set.

Output
Kohn-Sham gap (eV): 10.786
SMILES: C=CC(C)=O

```
11
C4H6O ωB97M-V with the def2-TZVPD basis set
C -0.81689 -1.51718 -0.63947
C -0.79181 -0.17659 -0.55635
C 0.50063 0.51959 -0.46213
C 0.71343 0.99789 1.00229
O 1.36569 0.53351 -1.31717
H 0.09724 -2.10380 -0.63073
H -1.75013 -2.03985 -0.81715
H -1.68361 0.43518 -0.59656
H 0.91067 0.13117 1.63758
H -0.13887 1.57297 1.36964
H 1.59365 1.64711 1.01005
```

---

Entry 9:
C4H6O as an isolated structure in a non-equilibrium geometry. Source: OMol25; level of theory: ωB97M-V with the def2-TZVPD basis set.

Output
Kohn-Sham gap (eV): 8.815

```
11
C4H6O ωB97M-V with the def2-TZVPD basis set
C 0.87462 0.73721 -0.12281
C -0.00550 -0.06799 0.83761
C -1.08333 -0.79954 0.07153
O -0.21143 -1.25101 -0.89321
C 0.92675 -0.72940 -0.15175
H 1.71981 1.21942 0.35779
H 0.41320 1.28858 -0.93801
H 0.06311 0.04380 1.91513
H -2.19897 0.91794 -0.69075
H -2.27477 0.02770 -0.36273
H 1.77653 -1.38671 -0.02280
```

---

Entry 10:
One molecule with the formula C4H6O in a non-equilibrium geometry. Source: OMol25; level of theory: ωB97M-V with the def2-TZVPD basis set.

Output
Kohn-Sham gap (eV): 10.976
SMILES: C=C[C@H]1CO1

```
11
C4H6O ωB97M-V with the def2-TZVPD basis set
C -0.37751 1.45472 -0.81442
C 0.59271 0.69122 -0.72573
C 0.44225 -0.57621 -0.11757
C 0.15119 -0.54226 1.28107
O -0.86057 -1.01254 0.30460
H -1.26302 1.00175 -0.54772
H -0.21138 2.17641 -1.68995
H 1.57382 0.85710 -1.19009
H 1.34790 -1.28473 -0.22434
H 0.02005 0.43712 1.44685
H 0.56537 -1.25219 2.02833
```

---

Entry 11:
A 2-piece molecular cluster, C4H6O overall in a non-equilibrium geometry. Source: OMol25; level of theory: ωB97M-V with the def2-TZVPD basis set.

Output
Kohn-Sham gap (eV): 8.838

```
11
C4H6O ωB97M-V with the def2-TZVPD basis set
C -2.36871 1.47994 -1.45385
C -1.81891 0.62876 -0.81664
C 1.06995 -0.10827 0.06791
C -0.18529 -0.86690 0.29170
O -0.67991 -0.99797 1.52987
H -2.95599 2.18067 -1.98324
H 1.02091 0.87914 0.52576
H 1.27289 0.00202 -0.99163
H 1.90652 -0.65178 0.52567
H -0.44788 -1.70161 -0.33920
H -0.42723 -0.24443 2.07779
```

---

Entry 12:
One molecule with the formula C4H6O in a non-equilibrium geometry. Source: OMol25; level of theory: ωB97M-V with the def2-TZVPD basis set.

Output
Kohn-Sham gap (eV): 8.961

```
11
C4H6O ωB97M-V with the def2-TZVPD basis set
O -0.57836 0.65181 -1.40711
C 0.68940 0.98321 -1.46074
C -0.69664 0.02555 -0.12405
C 0.03682 -1.18138 0.29125
C 0.26972 0.10961 1.04302
H 0.61461 1.99430 -1.87712
H -1.72562 0.19082 0.12246
H -0.55923 -1.96577 0.73325
H 0.86534 -1.49722 -0.33540
H -0.19174 0.23182 2.02228
H 1.25512 0.56182 0.95074
```

---

Entry 13:
One molecule with the formula C4H6O in a non-equilibrium geometry. Source: OMol25; level of theory: ωB97M-V with the def2-TZVPD basis set.

Output
Kohn-Sham gap (eV): 10.529
SMILES: CC#CCO

```
11
C4H6O ωB97M-V with the def2-TZVPD basis set
C -0.91233 2.08491 0.28034
C -0.40360 0.75785 -0.06369
C 0.07235 -0.32304 -0.25667
C 0.76015 -1.59243 -0.53494
O 0.64992 -2.67744 0.39268
H -1.91338 2.02785 0.77530
H -0.28168 2.72670 0.92220
H -0.98734 2.68933 -0.65005
H 1.79213 -1.34811 -0.72377
H 0.27767 -1.98434 -1.42036
H 0.94613 -2.36127 1.27896
```

---

Entry 14:
C4H6O2 as an isolated structure in a non-equilibrium geometry. Source: OMol25; level of theory: ωB97M-V with the def2-TZVPD basis set.

Output
Kohn-Sham gap (eV): 8.829

```
12
C4H6O2 ωB97M-V with the def2-TZVPD basis set
O -1.43047 0.18203 -1.21222
C -0.36054 0.08029 -0.32528
C 0.90165 0.86146 -0.58342
C 0.92973 -0.60609 -0.76511
O 0.81083 -1.09676 1.21526
C -0.50726 -0.53794 1.05372
H -1.85752 1.04079 -1.06376
H 0.84599 1.39104 -1.53913
H 1.53807 1.33829 0.16351
H 1.12480 -1.49907 0.14104
H -0.70978 0.16388 1.87696
H -1.28550 -1.31793 1.03842
```

---

Entry 15:
One molecule with the formula C4H6O2. Source: OMol25; level of theory: ωB97M-V with the def2-TZVPD basis set.

Output
Kohn-Sham gap (eV): 10.911
SMILES: C1OCC12CO2

```
12
C4H6O2 ωB97M-V with the def2-TZVPD basis set
C -0.88930 0.87700 0.37238
O -1.85366 -0.03538 -0.17263
C -0.85134 -1.01626 -0.49082
C 0.23004 -0.10367 0.09435
C 1.64872 0.19984 -0.06000
O 1.15154 -0.51318 1.07182
H -0.83679 1.80629 -0.20897
H -1.04157 1.10005 1.43416
H -0.99466 -1.94073 0.08294
H -0.83651 -1.24899 -1.56256
H 2.31166 -0.34742 -0.72674
H 1.96187 1.22245 0.16607
```

---

Entry 16:
One molecule with the formula C4H6O2. Source: OMol25; level of theory: ωB97M-V with the def2-TZVPD basis set.

Output
Kohn-Sham gap (eV): 10.901
SMILES: C1OC[C@H]2O[C@@H]12

```
12
C4H6O2 ωB97M-V with the def2-TZVPD basis set
C -1.30219 -0.25858 -0.03632
O -0.84099 0.99136 -0.53477
C 0.57666 1.04130 -0.58784
C 1.07240 -0.12443 0.23357
O 0.50189 -0.19998 1.53276
C -0.08563 -0.97519 0.48993
H -1.98962 -0.07161 0.80152
H -1.83169 -0.81593 -0.82043
H 0.94681 0.92973 -1.62043
H 0.89479 2.01876 -0.20665
H 2.09932 -0.47966 0.15037
H -0.04174 -2.05578 0.59828
```

---

Entry 17:
A 2-piece molecular cluster, C4H6O2 overall in a non-equilibrium geometry. Source: OMol25; level of theory: ωB97M-V with the def2-TZVPD basis set.

Output
Kohn-Sham gap (eV): 11.039
SMILES: CC(=O)O.C#C

```
12
C4H6O2 ωB97M-V with the def2-TZVPD basis set
C -2.45875 -0.42251 0.05172
C -1.06720 0.05291 -0.00485
O -0.77589 1.24192 -0.06779
O -0.13682 -0.79695 -0.02769
H -3.00475 0.53434 -0.10244
H -2.64970 -1.10558 -0.61569
H -2.52050 -0.98373 0.96028
H 0.75369 -0.52742 -0.31184
C 2.28771 0.59997 0.11673
C 2.86763 -0.48871 -0.03162
H 1.60545 1.45950 0.11551
H 3.34118 -1.38680 -0.07384
```

---

Entry 18:
C4H6O2 as an isolated structure. Source: OMol25; level of theory: ωB97M-V with the def2-TZVPD basis set.

Output
Kohn-Sham gap (eV): 11.394

```
12
C4H6O2 ωB97M-V with the def2-TZVPD basis set
C 0.26140 1.44177 0.61921
C 0.38545 0.25883 -0.30854
C 0.09300 -1.14905 0.22555
C -0.90497 -1.18615 -0.92089
O -1.61231 -1.98626 -1.44994
O -0.73088 0.12863 -1.24888
H -0.61147 1.35056 1.27351
H 0.17776 2.37286 0.05076
H 1.16029 1.50364 1.24322
H 1.30819 0.31238 -0.89421
H 0.88870 -1.89584 0.21538
H -0.41518 -1.15136 1.19482
```

---

Entry 19:
One molecule with the formula C4H6O2. Source: OMol25; level of theory: ωB97M-V with the def2-TZVPD basis set.

Output
Kohn-Sham gap (eV): 11.037
SMILES: O=CC[C@H]1CO1

```
12
C4H6O2 ωB97M-V with the def2-TZVPD basis set
O 1.27039 -2.40248 0.21930
C 0.76804 -1.68284 -0.60892
C 0.73915 -0.19328 -0.48402
C -0.59489 -0.07545 0.28201
C -0.97112 1.15918 0.94718
O -1.55772 0.78828 -0.29284
H 0.08730 -2.05946 -1.39990
H 0.62698 0.33560 -1.43851
H 1.64235 0.17140 0.02614
H -1.02341 -1.01349 0.65754
H -0.23712 1.95991 0.90350
H -1.64203 1.14597 1.80334
```

---

Entry 20:
One molecule with the formula C4H6O2 in a non-equilibrium geometry. Source: OMol25; level of theory: ωB97M-V with the def2-TZVPD basis set.

Output
Kohn-Sham gap (eV): 6.671

```
12
C4H6O2 ωB97M-V with the def2-TZVPD basis set
C 0.41868 1.21213 0.76322
C 0.86428 -0.34649 -0.82911
C -0.43403 -1.19800 -0.80171
C -1.25999 -0.42023 0.22701
H 1.26879 0.97722 1.41285
H 0.00437 2.32553 0.85374
H 1.66083 -0.72533 -0.02620
H -0.14116 -2.20465 -0.25071
H -0.90984 -1.32156 -1.76776
H -1.91736 0.48325 -0.14666
O 0.76944 0.98949 -0.65923
O -0.32401 0.22864 1.22457
```

---

Listing relative energy (zero: lowest compared OMol25 entry of this formula, charge and spin) for the structures above in their given order: 8.89 114.03 84.15 68.14 103.26 89.36 33.17 7.74 129.32 73.13 101.95 98.80 32.20 140.47 67.05 45.91 68.36 11.71 53.11 162.23 kcal per mole.